# 1
Density functional theory data (ωB97M-V with the def2-TZVPD basis set) for a single C2H2Cl2O2 molecule in a non-equilibrium geometry.

Relative energy (zero: lowest compared OMol25 entry of this formula, charge and spin) in eV: 1.3800
Orbital gap in eV: 11.608
Charge: 0
Molar mass in g/mol: 128.94
Maximum force in eV Å⁻¹: 5.0
SMILES: O=C(Cl)OCCl

Last column: Löwdin charge in e.
CARTESIAN COORDINATES (ANGSTROEM)
C: -1.320 0.423 -0.180  -1.04
C: 1.169 -0.248 0.020  -0.47
O: -1.335 0.647 -1.359  0.06
O: -0.304 0.107 0.513  -0.15
Cl: -2.641 0.560 0.893  0.78
Cl: 1.678 -1.559 1.025  0.67
H: 1.086 -0.632 -0.979  0.07
H: 1.667 0.702 0.067  0.09

***

# 2
Density functional theory data (ωB97M-V with the def2-TZVPD basis set) for a molecular structure, C37H53CdN4O2P2 in a non-equilibrium geometry.

Relative energy (zero: lowest compared OMol25 entry of this formula, charge and spin) in eV: 2.1016
Orbital gap in eV: 5.310
Charge: +1
Molar mass in g/mol: 760.22
Maximum force in eV Å⁻¹: 5.2

Last column: Löwdin charge in e.
CARTESIAN COORDINATES (ANGSTROEM)
C: -1.663 -1.815 -2.055  -0.40
C: 0.492 -2.495 -1.477  -0.38
C: -1.720 -2.724 -3.113  -0.08
C: 0.441 -3.523 -2.462  -0.05
C: -0.677 -3.650 -3.259  -0.08
H: -2.574 -2.705 -3.780  0.10
H: 1.358 -4.089 -2.624  0.11
H: -0.731 -4.439 -4.001  0.11
N: -0.666 -1.820 -1.166  -0.03
P: -3.018 -0.472 -0.063  1.03
P: 2.357 -0.803 0.044  1.02
C: -2.762 -0.762 -1.853  -0.26
H: -2.452 0.187 -2.322  0.08
H: -3.691 -1.062 -2.357  0.08
C: 1.764 -2.114 -0.980  -0.32
H: 2.519 -2.883 -1.199  0.06
C: 3.725 -0.084 -1.134  -0.64
C: 3.236 -1.569 1.586  -0.69
C: -3.837 1.206 0.037  -0.71
C: -4.068 -1.970 0.435  -0.68
C: 3.770 1.414 -0.780  -0.10
H: 3.973 1.608 0.285  0.05
H: 4.545 1.913 -1.381  0.09
H: 2.809 1.895 -1.004  0.05
C: 5.092 -0.766 -1.007  -0.10
H: 5.565 -0.670 -0.029  0.05
H: 5.022 -1.832 -1.259  0.08
H: 5.780 -0.309 -1.737  0.09
C: 3.349 -0.283 -2.609  -0.10
H: 4.045 0.304 -3.231  0.10
H: 3.433 -1.337 -2.900  0.08
H: 2.332 0.036 -2.838  0.03
C: 4.185 -0.517 2.179  -0.09
H: 3.681 0.439 2.379  0.04
H: 4.592 -0.901 3.128  0.09
H: 5.037 -0.288 1.528  0.06
C: 2.149 -1.910 2.618  -0.14
H: 1.541 -1.033 2.878  0.03
H: 1.496 -2.717 2.260  0.07
H: 2.645 -2.261 3.537  0.09
C: 3.988 -2.856 1.244  -0.10
H: 4.806 -2.700 0.533  0.06
H: 4.430 -3.246 2.176  0.09
H: 3.307 -3.611 0.832  0.07
C: -4.599 -1.768 1.864  -0.09
H: -5.146 -2.682 2.143  0.10
H: -3.784 -1.633 2.591  0.05
H: -5.303 -0.927 1.937  0.07
C: -3.135 -3.198 0.410  -0.09
H: -2.794 -3.425 -0.608  0.08
H: -2.263 -3.060 1.067  0.03
H: -3.705 -4.064 0.777  0.10
C: -5.222 -2.218 -0.542  -0.08
H: -5.831 -3.038 -0.132  0.10
H: -5.879 -1.350 -0.671  0.06
H: -4.865 -2.531 -1.532  0.08
C: -3.056 2.232 -0.809  -0.10
H: -3.166 2.043 -1.885  0.08
H: -3.457 3.239 -0.605  0.10
H: -1.983 2.236 -0.574  0.05
C: -3.810 1.647 1.513  -0.10
H: -2.779 1.746 1.881  0.05
H: -4.306 2.626 1.608  0.10
H: -4.335 0.939 2.167  0.06
C: -5.267 1.106 -0.503  -0.09
H: -5.282 0.724 -1.534  0.09
H: -5.909 0.478 0.127  0.07
H: -5.713 2.112 -0.516  0.10
Cd: -0.627 -0.525 0.881  1.19
C: -1.238 -1.791 2.698  -0.07
O: -1.324 -2.262 3.744  0.13
N: 0.266 0.749 -0.677  0.02
C: 0.471 1.009 -1.816  -0.14
C: 0.457 1.858 -2.973  -0.22
C: 0.257 3.240 -2.772  -0.02
C: 0.689 1.370 -4.277  -0.03
C: 0.320 4.115 -3.859  -0.06
H: 0.073 3.611 -1.757  0.12
C: 0.781 2.259 -5.350  -0.05
H: 0.819 0.298 -4.432  0.12
C: 0.580 3.628 -5.145  -0.06
H: 0.187 5.185 -3.691  0.11
H: 1.031 1.880 -6.343  0.12
H: 0.654 4.326 -5.981  0.11
N: 3.281 4.029 4.321  0.18
C: 2.912 3.071 3.419  -0.46
O: 3.697 2.654 2.561  0.04
C: 1.535 2.515 3.587  -0.10
C: 0.831 2.561 4.802  0.01
C: -0.381 1.887 4.899  -0.02
C: -0.825 1.112 3.821  -0.15
N: -0.144 1.064 2.662  -0.03
C: 0.985 1.792 2.520  -0.07
H: 4.152 4.508 4.139  0.12
H: 2.597 4.488 4.908  0.10
H: 1.240 3.106 5.654  0.12
H: -0.992 1.935 5.797  0.12
H: -1.734 0.509 3.904  0.10
H: 1.436 1.805 1.522  0.10

***

# 3
Density functional theory data (ωB97M-V with the def2-TZVPD basis set) for a molecular structure, C10H10Cl3InO3P in a non-equilibrium geometry.

Orbital gap in eV: 7.929
Charge: -1
Molar mass in g/mol: 430.34
Maximum force in eV Å⁻¹: 2.9

Last column: Löwdin charge in e.
CARTESIAN COORDINATES (ANGSTROEM)
C: -1.840 4.588 3.516  -0.14
C: -1.926 3.650 2.728  -0.28
In: -1.551 2.182 1.025  0.53
O: 0.485 1.718 0.813  -0.22
C: 0.781 0.504 1.310  -0.57
O: 0.221 -0.008 2.277  0.00
C: 1.940 -0.264 0.559  -0.09
C: 1.844 -1.677 0.166  -0.01
C: 2.990 -2.277 -0.574  -0.09
C: 4.206 -1.496 -0.923  -0.10
C: 4.291 -0.075 -0.488  -0.09
C: 3.162 0.526 0.245  -0.03
P: -3.076 0.176 1.307  0.51
O: -3.493 -0.363 -0.080  -0.66
H: -1.628 5.529 4.077  0.00
H: -2.051 3.034 -0.482  -0.08
H: 0.945 -2.304 0.374  0.11
H: 2.987 -3.343 -0.933  0.09
H: 5.056 -1.941 -1.510  0.08
H: 5.195 0.554 -0.732  0.09
H: 3.254 1.607 0.535  0.11
H: -2.477 -0.874 2.086  -0.06
H: -4.303 0.567 1.970  -0.06
C: -3.001 -1.925 -3.368  -1.54
Cl: -2.548 -1.102 -4.867  0.50
Cl: -4.630 -2.601 -3.497  0.50
Cl: -1.832 -3.193 -2.977  0.50
H: -2.998 -1.195 -2.559  0.00